Record 1
# C56H111AsF6N6O8

A molecular structure, C56H111AsF6N6O8 (ωB97M-V/def2-TZVPD, the Open Molecules 2025 dataset).

```
! RIJCOSX wB97M-V def2-TZVPD def2/J DEFGRID3
* xyz 4 1
C 5.78 3.06 -8.46
C 4.71 3.95 -9.10
C 4.03 3.30 -10.26
C 2.72 3.96 -10.48
C 1.75 3.72 -9.37
C 2.25 4.34 -8.07
N 3.69 4.10 -7.93
O 4.14 4.18 -6.76
C 1.55 3.73 -6.88
C 2.03 5.91 -7.96
C 5.17 5.30 -9.29
H 5.37 2.08 -8.20
H 6.19 3.57 -7.61
H 6.56 2.77 -9.21
H 3.94 2.24 -9.98
H 4.60 3.21 -11.17
H 2.19 3.67 -11.45
H 2.73 5.02 -10.57
H 1.59 2.63 -9.20
H 0.80 4.18 -9.58
H 1.93 4.05 -5.93
H 1.56 2.62 -6.88
H 0.52 4.12 -6.97
H 2.52 6.36 -7.09
H 0.98 6.07 -7.84
H 2.32 6.51 -8.86
H 5.71 5.81 -8.43
H 4.42 6.02 -9.54
H 5.85 5.31 -10.19
C 9.07 -3.34 -1.52
C 8.58 -4.60 -0.91
C 9.36 -4.95 0.37
C 8.30 -5.02 1.63
C 9.09 -5.11 2.99
C 9.45 -6.41 3.48
N 14.97 0.30 -2.28
O 15.03 -0.59 -1.57
C 8.84 -7.59 2.73
C 10.07 -6.66 4.76
C 7.58 -5.44 -1.58
H 9.56 -3.85 -2.35
H 9.76 -2.67 -1.12
H 8.23 -2.85 -2.09
H 10.13 -4.17 0.57
H 9.92 -5.80 0.21
H 7.47 -5.72 1.42
H 7.91 -4.02 1.66
H 8.43 -4.86 4.00
H 10.04 -4.46 2.96
H 8.49 -8.39 3.30
H 9.44 -7.83 1.85
H 7.93 -7.16 2.35
H 10.81 -7.51 4.84
H 9.07 -6.91 5.23
H 10.38 -5.76 5.33
H 7.97 -5.79 -2.53
H 6.99 -4.61 -2.04
H 7.22 -6.24 -0.95
C -1.31 5.63 -0.08
C -2.68 5.44 -0.75
C -2.60 4.95 -2.20
C -2.09 3.60 -2.24
C -2.94 2.65 -1.39
C -4.03 3.27 -0.51
N -3.57 4.55 0.08
O -3.83 4.85 1.23
C -4.21 2.30 0.74
C -5.41 3.41 -1.18
C -3.52 6.80 -0.70
H -1.56 6.02 0.98
H -0.61 6.34 -0.56
H -0.65 4.79 0.11
H -1.95 5.60 -2.82
H -3.64 5.04 -2.58
H -1.13 3.69 -1.79
H -1.91 3.16 -3.26
H -2.41 1.95 -0.80
H -3.55 2.00 -2.05
H -3.29 2.34 1.35
H -4.38 1.29 0.40
H -4.94 2.52 1.50
H -5.91 4.02 -0.41
H -5.86 2.47 -1.28
H -5.45 3.92 -2.15
H -4.59 6.54 -0.96
H -3.13 7.49 -1.42
H -3.47 7.19 0.31
C -3.24 8.03 9.79
C -2.14 7.23 9.13
C -1.83 5.86 9.81
C -0.84 5.03 8.99
C -1.60 4.60 7.76
C -1.99 5.75 6.77
N -2.60 6.92 7.71
O -3.50 7.50 7.19
C -3.04 5.37 5.76
C -0.74 6.40 6.10
C -0.98 8.21 8.90
H -2.83 8.37 10.72
H -4.12 7.37 10.10
H -3.67 8.92 9.28
H -2.66 5.24 10.04
H -1.28 6.13 10.74
H -0.55 4.16 9.60
H 0.11 5.61 8.85
H -2.46 4.05 8.12
H -1.03 3.86 7.17
H -3.35 6.08 5.06
H -3.89 4.93 6.26
H -2.54 4.58 5.19
H -0.58 5.79 5.21
H 0.19 6.26 6.67
H -0.97 7.45 5.85
H -0.59 8.66 9.82
H -1.26 9.07 8.20
H -0.08 7.68 8.49
C -7.37 -7.10 -5.43
C -6.74 -6.43 -4.15
C -6.68 -7.54 -3.05
C -5.53 -8.51 -3.17
C -4.23 -7.73 -3.24
C -4.08 -6.75 -4.46
N -5.37 -5.91 -4.54
O -5.36 -4.78 -4.94
C -4.02 -7.44 -5.87
C -2.96 -5.76 -4.40
C -7.71 -5.32 -3.80
H -6.94 -8.09 -5.57
H -7.30 -6.64 -6.38
H -8.39 -7.19 -5.23
H -7.60 -8.00 -3.22
H -6.58 -6.97 -2.06
H -5.57 -9.14 -4.03
H -5.43 -9.14 -2.31
H -3.33 -8.37 -3.35
H -4.08 -7.23 -2.32
H -3.98 -6.67 -6.64
H -4.78 -8.23 -5.97
H -3.04 -7.93 -5.78
H -2.05 -6.21 -4.32
H -3.05 -5.02 -3.62
H -2.95 -5.13 -5.23
H -7.76 -4.68 -4.68
H -7.35 -4.70 -2.97
H -8.74 -5.74 -3.60
C 0.15 -4.82 7.32
C -1.28 -4.82 6.75
C -2.16 -3.80 7.57
C -2.23 -2.32 7.09
C -2.45 -2.16 5.61
C -1.33 -2.87 4.78
N -1.29 -4.32 5.26
O -1.03 -5.18 4.44
C 0.01 -2.25 5.18
C -1.52 -2.89 3.25
C -1.88 -6.24 6.64
H 0.80 -5.40 6.65
H 0.06 -5.51 8.20
H 0.58 -3.89 7.60
H -1.71 -3.75 8.52
H -3.10 -4.36 7.68
H -1.36 -1.71 7.41
H -3.10 -1.88 7.54
H -2.45 -1.06 5.26
H -3.47 -2.49 5.25
H -0.02 -1.30 4.63
H 0.89 -2.70 4.80
H 0.17 -2.05 6.24
H -1.66 -1.79 2.99
H -2.42 -3.47 2.96
H -0.62 -3.25 2.72
H -1.27 -6.89 6.00
H -2.92 -6.26 6.31
H -1.82 -6.59 7.68
C -2.03 1.68 -11.87
C -2.30 -0.34 -4.14
O -2.63 0.77 -4.48
O -1.77 -1.25 -3.65
H -1.51 1.41 -11.02
H -1.67 2.49 -12.40
H -2.89 1.04 -12.19
As -0.95 2.26 3.35
F -1.14 3.88 4.01
F -2.62 2.06 3.51
F -0.84 0.66 2.77
F 0.74 2.48 3.08
F -0.75 1.67 4.95
F -1.19 2.88 1.76
*
```

For the total energy, the calculation gives -5963.7030 Eh. The value obtained for the strongest force on any atom is 4.40 eV Å⁻¹. Its lowest unoccupied orbital energy is -8.5 eV.


Record 2
# C56H112O26

14 unconnected molecules or ions with the total composition C56H112O26 (ωB97M-V/def2-TZVPD, the Open Molecules 2025 dataset).

```
! RIJCOSX wB97M-V def2-TZVPD def2/J DEFGRID3
* xyz 0 1
C -1.54 4.44 -2.55
C -0.21 5.06 -2.99
O 0.81 4.01 -3.01
C 2.05 4.35 -3.43
O 2.47 5.33 -4.03
O 2.78 3.30 -3.08
C 4.13 3.19 -3.57
H -1.65 3.47 -3.04
H -2.42 5.03 -2.81
H -1.54 4.20 -1.48
H 0.09 5.86 -2.32
H -0.31 5.58 -3.95
H 4.34 2.12 -3.50
H 4.88 3.68 -2.94
H 4.26 3.46 -4.61
C 8.52 -0.90 -6.66
C 7.12 -1.56 -6.91
O 6.72 -2.33 -5.72
C 5.82 -3.33 -5.77
O 5.27 -3.77 -6.80
O 5.63 -3.78 -4.47
C 4.71 -4.85 -4.16
H 8.55 -0.17 -5.85
H 8.80 -0.46 -7.61
H 9.26 -1.67 -6.40
H 7.05 -2.21 -7.78
H 6.43 -0.73 -7.08
H 4.90 -5.77 -4.71
H 3.68 -4.59 -4.39
H 4.76 -5.22 -3.14
C 6.93 -0.19 1.07
C 8.34 0.16 1.35
O 8.87 0.47 0.02
C 10.07 0.92 -0.16
O 10.86 1.13 0.75
O 10.29 1.05 -1.49
C 11.35 1.91 -1.88
H 6.48 0.51 0.37
H 6.48 -0.24 2.06
H 7.00 -1.22 0.71
H 8.93 -0.58 1.87
H 8.45 1.14 1.81
H 12.28 1.57 -1.41
H 11.23 2.93 -1.52
H 11.53 1.81 -2.95
C 10.36 6.94 1.61
C 9.67 6.96 0.26
O 8.55 6.08 0.27
C 7.38 6.42 0.78
O 7.07 7.54 1.17
O 6.57 5.35 0.78
C 5.27 5.36 1.44
H 11.34 7.43 1.59
H 10.68 6.03 2.11
H 9.71 7.44 2.33
H 10.41 6.58 -0.44
H 9.38 7.98 0.01
H 4.76 4.41 1.56
H 4.51 5.92 0.89
H 5.37 5.76 2.45
C -4.79 -1.40 7.76
C -3.77 -2.10 6.84
O -3.97 -3.48 6.92
C -3.44 -4.24 7.87
O -2.69 -3.90 8.81
O -3.87 -5.54 7.60
C -3.41 -6.68 8.27
H -5.73 -1.87 7.47
H -4.85 -0.32 7.63
H -4.76 -1.69 8.81
H -2.79 -1.70 7.09
H -4.11 -1.78 5.85
H -3.26 -6.45 9.33
H -2.48 -7.02 7.81
H -4.05 -7.55 8.15
C -2.98 6.10 5.09
C -1.53 5.72 5.05
O -0.68 6.90 4.95
C -0.45 7.50 3.77
O -0.79 7.13 2.61
O 0.25 8.70 4.06
C 0.68 9.56 3.00
H -3.25 6.58 4.15
H -3.22 6.77 5.91
H -3.62 5.23 5.23
H -1.40 5.07 4.18
H -1.30 5.27 6.01
H 1.52 9.06 2.54
H 0.89 10.58 3.32
H -0.04 9.71 2.19
C -2.10 -5.33 -5.91
C -3.04 -6.31 -5.34
C -2.12 -7.20 -4.47
O -0.89 -7.17 -5.33
C -0.99 -6.26 -6.39
H -1.60 -4.67 -5.20
H -2.49 -4.73 -6.74
H -3.53 -6.88 -6.12
H -3.74 -5.67 -4.79
H -2.53 -8.21 -4.47
H -1.88 -6.76 -3.50
H -1.32 -6.83 -7.26
H -0.12 -5.64 -6.60
C 4.05 -0.04 8.32
C 3.79 -1.33 7.52
C 2.60 -0.82 6.70
O 2.72 0.58 6.51
C 3.48 1.17 7.56
H 5.08 0.13 8.62
H 3.46 -0.10 9.23
H 3.57 -2.17 8.19
H 4.59 -1.64 6.85
H 1.65 -1.04 7.20
H 2.56 -1.31 5.73
H 2.85 1.74 8.24
H 4.18 1.93 7.21
C 0.48 -6.04 3.50
C 1.88 -6.24 3.78
C 2.52 -5.78 2.44
O 1.64 -6.45 1.56
C 0.31 -6.38 2.04
H 0.20 -5.01 3.70
H -0.20 -6.56 4.17
H 2.20 -7.28 3.90
H 2.25 -5.70 4.65
H 3.54 -6.05 2.18
H 2.47 -4.71 2.22
H 0.06 -7.43 2.23
H -0.54 -5.92 1.53
C -7.54 -0.59 -5.91
C -7.85 -0.29 -4.44
C -7.96 1.24 -4.47
O -8.50 1.54 -5.71
C -7.89 0.70 -6.63
H -8.06 -1.45 -6.32
H -6.47 -0.66 -6.07
H -6.99 -0.66 -3.89
H -8.81 -0.70 -4.11
H -7.01 1.76 -4.34
H -8.59 1.63 -3.67
H -7.01 1.16 -7.07
H -8.52 0.44 -7.48
C -1.72 -1.42 -0.49
C -1.74 -0.66 0.80
C -0.43 0.05 0.80
O 0.45 -0.84 0.09
C -0.31 -1.41 -1.02
H -2.38 -0.86 -1.15
H -2.13 -2.43 -0.37
H -1.80 -1.23 1.73
H -2.60 0.01 0.86
H -0.12 0.07 1.84
H -0.46 1.06 0.38
H 0.13 -2.33 -1.40
H -0.07 -0.71 -1.83
C -9.44 3.29 3.08
C -8.31 4.00 2.37
C -7.25 2.90 2.31
O -7.67 1.88 3.17
C -8.70 2.38 4.03
H -10.00 2.66 2.39
H -10.14 3.93 3.62
H -7.86 4.86 2.87
H -8.50 4.53 1.43
H -6.27 3.23 2.65
H -7.04 2.44 1.34
H -8.29 2.99 4.83
H -9.20 1.60 4.61
C -7.33 -4.07 1.38
C -7.37 -4.76 0.02
C -8.72 -5.47 0.11
O -9.61 -4.62 0.78
C -8.84 -3.84 1.73
H -6.75 -3.15 1.43
H -6.82 -4.83 1.97
H -6.54 -5.41 -0.23
H -7.43 -3.96 -0.71
H -8.56 -6.34 0.75
H -9.16 -5.88 -0.80
H -8.88 -4.22 2.75
H -9.02 -2.77 1.74
C -1.41 1.00 -7.44
C 0.09 1.07 -7.65
C 0.51 -0.30 -8.23
O -0.76 -0.84 -8.55
C -1.75 0.10 -8.59
H -1.97 1.93 -7.40
H -1.61 0.57 -6.46
H 0.65 1.28 -6.74
H 0.26 1.87 -8.36
H 0.95 -0.99 -7.51
H 1.07 -0.15 -9.16
H -2.74 -0.36 -8.57
H -1.82 0.58 -9.57
*
```

For the total energy, the calculation gives -4156.8511 Eh. The value obtained for the strongest force on any atom is 4.88 eV Å⁻¹. Its lowest unoccupied orbital energy is -0.1 eV. The energy relative to the best compared isomer or geometry (same formula, charge and spin) is 6.133 eV.


Computed gap between HOMO and LUMO (eV) in order:
0.93; 9.38